# 1
Computed, not measured: a molecular structure, C5H2F6P at a distorted geometry, with ωB97M-V/def2-TZVPD.

Values from the calculation:
**Frontier orbital gap (alpha / beta)**: 7.102 / 7.100 eV
**Charge**: +1
**E**: -1131.8619 hartree

Last column: natural (NBO) charge in e.
Cartesian coordinates (Å):
1 C 0.8830 -1.6040 -0.2691  -0.88
2 C -1.0334 -1.3840 0.0073  0.67
3 C -1.6752 -0.1233 -0.0086  0.11
4 C -1.0502 1.1081 -0.0107  0.57
5 C 0.4316 1.2711 -0.2516  -0.23
6 F -1.5950 -2.5129 -0.0855  -0.20
7 F -3.0210 -0.0643 0.1876  -0.26
8 F -1.6413 2.2278 0.0991  -0.19
9 F 0.5426 1.2618 -1.6463  -0.29
10 F 2.9111 0.3211 -0.1395  -0.49
11 F 1.7959 0.0607 1.8416  -0.52
12 P 1.4849 -0.1101 0.2834  2.12
13 H 1.2489 -2.6927 -0.0597  0.33
14 H 0.7181 2.2408 0.0520  0.27

Cartesian forces, eV/Å:
C -3.86 0.25 1.34
C 6.61 -0.33 -1.83
C -2.27 1.18 1.09
C 1.42 -2.04 0.10
C -0.94 -1.12 -1.51
F -0.71 0.70 0.48
F 1.14 -0.49 -0.45
F -1.03 0.21 -0.01
F 0.17 0.00 0.22
F -0.86 -0.49 -0.66
F -0.96 0.08 -1.40
P 1.47 -1.28 2.03
H -0.86 2.34 -0.31
H 0.69 0.97 0.91

=====

# 2
Computed, not measured: a single C8H8ClFO3S molecule at a distorted geometry, with ωB97M-V/def2-TZVPD.

Values from the calculation:
**Frontier orbital gap**: 8.592 eV
**Charge**: 0
**E**: -1493.4746 hartree

Last column: natural (NBO) charge in e.
Cartesian coordinates (Å):
1 C -1.6350 1.1337 1.3340  -0.09
2 C -0.4012 1.5909 1.0756  -0.33
3 C -1.1591 -1.2833 1.0235  -0.10
4 C 0.1286 -1.1799 0.8489  -0.12
5 C 1.3491 -1.8803 0.8917  0.50
6 C -2.1524 -0.1571 0.8173  -0.52
7 C 0.5028 0.9082 0.2011  0.19
8 C 1.7710 0.2217 -2.2733  -0.87
9 O 2.2709 -1.8766 0.1364  -0.50
10 O -0.1744 2.0335 -2.0607  -0.93
11 O -0.7939 -0.3221 -1.8254  -0.94
12 F 1.8027 1.2150 0.3333  -0.33
13 S 0.1731 0.7174 -1.5977  2.12
14 Cl 1.4424 -2.8831 2.3957  -0.10
15 H -2.2623 1.6777 2.0237  0.22
16 H -0.0128 2.4630 1.5847  0.24
17 H -1.6154 -2.2352 1.2693  0.23
18 H -3.0967 -0.4126 1.2969  0.23
19 H -2.3121 -0.1108 -0.2643  0.29
20 H 2.1496 -0.5976 -1.6732  0.28
21 H 1.5924 -0.1000 -3.2922  0.26
22 H 2.4327 1.0774 -2.2452  0.25

Cartesian forces, eV/Å:
C 0.36 0.12 -0.10
C -0.69 0.32 0.25
C 0.10 -0.60 0.12
C -0.23 4.12 -1.27
C 0.86 -1.09 0.35
C -0.12 0.08 -0.10
C 0.12 -3.84 0.26
C -0.54 0.20 0.57
O -0.33 0.15 0.15
O 0.36 0.20 -0.02
O 0.32 -0.18 0.04
F 0.03 0.21 0.22
S -0.22 0.25 -0.52
Cl 0.08 -0.02 -0.09
H 0.02 0.11 0.08
H 0.03 0.11 -0.07
H 0.09 -0.15 0.12
H 0.04 0.01 -0.05
H -0.17 -0.04 0.12
H 0.06 -0.09 0.05
H -0.23 0.02 -0.13
H 0.07 0.11 0.02

=====

# 3
Computed, not measured: 2 unconnected molecules or ions with the total composition C4H4Cl3O3 at a distorted geometry, with ωB97M-V/def2-TZVPD.

Values from the calculation:
**Frontier orbital gap**: 8.148 eV
**Charge**: +1
**E**: -1760.6839 hartree

Last column: natural (NBO) charge in e.
Cartesian coordinates (Å):
1 C 0.7548 -0.3325 -0.7222  0.82
2 C -1.0304 -0.0564 1.5636  0.95
3 C 2.1404 0.0469 -1.1939  -0.49
4 C -2.1620 0.7453 1.2323  -0.49
5 O 0.2333 -1.5811 -0.7558  -0.51
6 O -0.3050 -0.8516 1.8726  -0.24
7 O -0.0755 0.4202 -0.2840  -0.59
8 Cl 0.7817 -2.8459 -1.7351  0.33
9 Cl 2.1793 1.8295 -1.8709  -0.03
10 Cl -3.5086 0.8464 2.8484  0.02
11 H 2.6423 -0.5164 -1.9350  0.27
12 H 2.9455 0.1835 -0.4148  0.30
13 H -2.7665 0.3519 0.4603  0.32
14 H -1.8293 1.7603 0.9345  0.33

Cartesian forces, eV/Å:
C -0.10 -0.78 -1.05
C -0.07 -1.54 -0.34
C 1.24 2.92 0.59
C -1.73 2.25 2.90
O 0.45 -0.47 -0.21
O -0.42 0.53 0.99
O 0.35 1.81 0.36
Cl 0.48 0.33 0.10
Cl -0.48 -1.90 0.61
Cl 2.73 -0.24 -2.73
H -0.30 -0.99 -0.90
H -1.46 -0.58 -0.09
H -0.41 -0.92 -0.81
H -0.27 -0.44 0.57

=====

# 4
Computed, not measured: a single C17H22FN3O2 molecule at a distorted geometry, with ωB97M-V/def2-TZVPD.

Values from the calculation:
**Frontier orbital gap**: 9.423 eV
**SMILES**: CN(Cc1nc(Cc2cccc(F)c2)no1)CC1CCOCC1
**Charge**: 0
**E**: -1075.5713 hartree

Last column: natural (NBO) charge in e.
Cartesian coordinates (Å):
1 C 4.6342 0.2882 -0.3384  -0.40
2 N 3.3833 -0.4154 -0.5045  -0.43
3 C 3.0610 -1.1851 0.6853  -0.28
4 C 1.7795 -1.9145 0.5269  0.53
5 N 0.6541 -1.6521 1.1190  -0.51
6 C -0.1913 -2.5952 0.6113  0.32
7 C -1.6352 -2.6527 0.9486  -0.48
8 C -2.3255 -1.5220 0.2274  0.11
9 C -2.4404 -1.5568 -1.1579  -0.26
10 C -3.0423 -0.5154 -1.8415  -0.18
11 C -3.5393 0.5796 -1.1547  -0.30
12 C -3.4126 0.6023 0.2212  0.41
13 F -3.8901 1.6621 0.9062  -0.32
14 C -2.8104 -0.4256 0.9236  -0.32
15 N 0.3947 -3.3874 -0.2406  -0.16
16 O 1.6843 -2.9576 -0.3004  -0.27
17 C 2.2835 0.3422 -1.0724  -0.20
18 C 1.5196 1.3362 -0.1734  -0.26
19 C 0.1497 1.6338 -0.7937  -0.42
20 C -0.5967 2.6669 0.0508  -0.06
21 O 0.1350 3.8621 0.1860  -0.53
22 C 1.3751 3.6368 0.8100  -0.06
23 C 2.2526 2.6667 0.0153  -0.43
24 H 5.4375 -0.4474 -0.2662  0.20
25 H 4.8139 0.9101 -1.2116  0.21
26 H 4.6698 0.9187 0.5613  0.16
27 H 3.8649 -1.9155 0.8296  0.23
28 H 2.9807 -0.5650 1.5945  0.20
29 H -1.7556 -2.5442 2.0262  0.24
30 H -2.0298 -3.6148 0.6209  0.24
31 H -2.0502 -2.4074 -1.6969  0.22
32 H -3.1259 -0.5540 -2.9167  0.22
33 H -4.0145 1.4013 -1.6658  0.23
34 H -2.7280 -0.3617 1.9971  0.23
35 H 1.5604 -0.3919 -1.4462  0.20
36 H 2.6788 0.8715 -1.9428  0.20
37 H 1.3509 0.8736 0.8048  0.21
38 H -0.4471 0.7222 -0.8561  0.22
39 H 0.2865 2.0302 -1.8022  0.20
40 H -1.5409 2.9480 -0.4191  0.19
41 H -0.8068 2.2424 1.0454  0.16
42 H 1.8524 4.6163 0.8879  0.19
43 H 1.2143 3.2374 1.8250  0.15
44 H 3.1939 2.5327 0.5470  0.21
45 H 2.4661 3.1036 -0.9628  0.20

Cartesian forces, eV/Å:
C 0.03 -0.14 0.04
N 0.05 -0.11 0.09
C 0.30 0.05 -0.24
C -0.60 -0.02 0.36
N 0.41 0.37 0.18
C 0.66 -0.31 -0.19
C 0.03 0.00 -0.17
C -0.21 0.11 -0.05
C 0.00 -0.05 0.01
C 0.04 -0.06 0.04
C -0.04 0.14 0.20
C 0.01 -0.06 -0.11
F 0.05 -0.07 -0.05
C -0.08 0.11 -0.04
N -1.13 -0.61 -0.07
O 0.74 0.46 0.06
C -0.34 0.07 0.17
C 0.15 0.01 -0.39
C 0.03 0.14 0.44
C -0.15 -0.30 -0.30
O 0.00 0.18 -0.05
C 0.39 0.03 -0.03
C -0.33 0.00 0.31
H 0.11 0.06 0.03
H 0.06 0.06 -0.03
H 0.03 0.04 0.00
H -0.05 0.08 0.12
H -0.04 -0.15 -0.09
H -0.01 -0.09 -0.03
H -0.04 0.02 0.09
H 0.05 -0.09 -0.08
H -0.02 0.00 -0.10
H -0.06 0.11 -0.03
H 0.01 0.03 0.14
H -0.04 0.08 -0.08
H -0.07 -0.01 -0.06
H -0.02 0.03 0.01
H -0.05 -0.08 -0.04
H -0.03 0.00 -0.11
H 0.00 -0.08 0.09
H -0.04 0.02 -0.04
H -0.01 -0.09 0.08
H 0.02 0.05 -0.04
H 0.09 0.02 -0.01
H 0.07 0.03 -0.06

=====

- charge of number 2 (C8H8ClFO3S)?
  0